--- a ---
2 unconnected molecules or ions with the total composition C4H12N2O, computed with the ωB97M-V functional and the def2-TZVPD basis.

Values from the calculation:
Kohn-Sham gap, eV: 8.9825
E_HOMO, eV: -8.16
Structure (SMILES): C=C(N)CCN.O

Structure (ORCA input):
```
! wB97M-V def2-TZVPD RIJCOSX def2/J DEFGRID3
* xyz 0 1
C -2.009 -0.587 0.887
C -0.896 0.145 1.014
N -0.996 1.336 1.776
C 0.521 -0.139 0.662
C 1.319 0.827 -0.180
N 0.872 0.755 -1.587
H -2.973 -0.172 1.169
H -2.013 -1.646 0.675
H -0.199 1.690 2.280
H -1.869 1.499 2.240
H 0.940 -0.298 1.678
H 0.650 -1.151 0.271
H 1.374 1.853 0.194
H 2.318 0.386 -0.175
H -0.132 0.833 -1.722
H 1.249 1.531 -2.118
O 0.786 -2.192 -2.041
H 0.069 -1.557 -1.901
H 1.522 -1.584 -2.016
*
```

Results of the Löwdin charge analysis, in e, for atoms 1 through 6: 0.020 -0.423 0.068 -0.189 -0.261 -0.009

--- b ---
A single C4H12N2O molecule, computed with the ωB97M-V functional and the def2-TZVPD basis.

Values from the calculation:
Kohn-Sham gap, eV: 9.7451
E_HOMO, eV: -8.82
Structure (SMILES): C[C@H](N)[C@H](N)CO

Structure (ORCA input):
```
! wB97M-V def2-TZVPD RIJCOSX def2/J DEFGRID3
* xyz 0 1
C -1.622 0.905 -0.309
C -0.997 -0.425 0.110
N -1.472 -0.908 1.384
C 0.643 -0.288 0.284
N 1.058 0.909 0.939
C 1.155 -0.426 -1.122
O 2.678 -0.217 -1.071
H -2.694 0.779 -0.468
H -1.492 1.655 0.469
H -1.175 1.276 -1.228
H -1.240 -1.182 -0.644
H -2.465 -1.106 1.368
H -1.231 -0.253 2.120
H 0.917 -1.154 0.896
H 1.117 1.662 0.246
H 1.985 0.834 1.342
H 0.879 0.410 -1.763
H 0.882 -1.381 -1.581
H 3.075 -1.090 -0.974
*
```

Results of the Löwdin charge analysis, in e, for atoms 1 through 6: -0.079 -0.403 0.016 -0.376 0.051 -0.165

Quick one: most stable of them? b

--- a ---
A gas-phase ion, C9H10N (charge +1), computed with the ωB97M-V functional and the def2-TZVPD basis.

Values from the calculation:
Kohn-Sham gap (alpha / beta), eV: 7.5016 / 5.8010
E_HOMO (alpha / beta), eV: -12.62 / -11.38

Structure (ORCA input):
```
! wB97M-V def2-TZVPD RIJCOSX def2/J DEFGRID3
* xyz 1 1
C -1.307 -1.372 0.607
C -1.110 -0.131 0.467
C -0.363 2.032 -0.273
C 0.167 3.393 -0.461
C -1.301 3.162 -0.129
C 1.102 -1.437 -0.008
C 1.098 0.054 -0.278
C -0.109 -2.143 0.380
C -0.130 -3.603 0.393
N -0.108 0.758 -0.025
H 0.628 3.966 0.313
H 0.459 3.739 -1.431
H -1.988 3.274 -0.927
H -1.802 3.448 0.755
H 1.898 -2.072 -0.631
H 1.529 -1.441 1.054
H 1.767 0.416 -1.024
H 0.805 -3.946 0.415
H -0.504 -4.047 -0.511
H -0.733 -4.048 1.315
*
```

Results of the Löwdin charge analysis, in e, for atoms 1 through 6: 0.106 0.109 -0.112 -0.012 -0.019 -0.117

--- b ---
A molecular structure, C9H10N, computed with the ωB97M-V functional and the def2-TZVPD basis.

Values from the calculation:
Kohn-Sham gap, eV: 8.8348
E_HOMO, eV: -13.37

Structure (ORCA input):
```
! wB97M-V def2-TZVPD RIJCOSX def2/J DEFGRID3
* xyz 1 1
C 2.704 0.577 -0.941
C 2.538 1.528 0.174
C 1.707 -0.087 -1.442
C 1.364 1.413 0.863
C 0.453 -0.002 -0.749
C -0.757 -0.714 -1.022
C -1.639 -0.869 -0.059
C -0.770 0.311 1.338
C -2.905 -1.618 0.182
N 0.362 0.614 0.446
H 3.783 0.702 -1.251
H 3.234 2.256 0.544
H 1.683 -0.655 -2.375
H 1.138 1.940 1.788
H -1.139 -1.141 -1.888
H -1.378 1.130 1.626
H -0.536 -0.454 2.036
H -3.266 -1.939 -0.825
H -3.696 -0.806 0.472
H -2.880 -2.186 1.086
*
```

Results of the Löwdin charge analysis, in e, for atoms 1 through 6: -0.020 0.022 0.013 -0.031 -0.124 -0.025

Quick one: most stable of them? b

--- a ---
A single C4H10N2O molecule, computed with the ωB97M-V functional and the def2-TZVPD basis.

Values from the calculation:
Kohn-Sham gap, eV: 10.1018
E_HOMO, eV: -9.30
Structure (SMILES): C[C@@H](N)CC(N)=O

Structure (ORCA input):
```
! wB97M-V def2-TZVPD RIJCOSX def2/J DEFGRID3
* xyz 0 1
C -0.298 0.968 1.252
C 0.042 -0.498 0.792
N -0.835 -1.591 1.285
C 0.108 -0.708 -0.708
C 1.074 0.242 -1.304
N 0.302 1.329 -1.801
O 2.201 0.219 -0.897
H -1.105 1.385 0.589
H -0.820 0.663 2.243
H 0.529 1.673 1.326
H 1.044 -0.610 1.391
H -0.295 -2.499 1.436
H -1.554 -1.734 0.457
H -0.933 -0.580 -1.028
H 0.464 -1.779 -0.929
H 0.766 2.189 -2.134
H -0.689 1.330 -1.972
*
```

Results of the Löwdin charge analysis, in e, for atoms 1 through 6: -0.071 -0.477 -0.023 -0.165 -0.537 0.138

--- b ---
A single C4H10N2O molecule, computed with the ωB97M-V functional and the def2-TZVPD basis.

Values from the calculation:
Kohn-Sham gap, eV: 9.7777
E_HOMO, eV: -8.95
Structure (SMILES): CNC(=O)N(C)C

Structure (ORCA input):
```
! wB97M-V def2-TZVPD RIJCOSX def2/J DEFGRID3
* xyz 0 1
C -2.357 -0.244 -0.796
N -1.031 -0.945 -0.971
C 0.174 -0.148 -0.916
O 0.629 0.310 -1.941
N 0.664 0.249 0.324
C 1.511 1.446 0.277
C 1.038 -0.749 1.332
H -2.611 0.393 0.103
H -2.536 0.382 -1.684
H -3.078 -1.070 -0.807
H -0.993 -1.850 -0.517
H 1.404 1.989 1.221
H 1.172 2.126 -0.514
H 2.566 1.191 0.092
H 0.693 -1.773 1.129
H 2.134 -0.851 1.370
H 0.622 -0.455 2.297
*
```

Results of the Löwdin charge analysis, in e, for atoms 1 through 6: -0.098 -0.024 -0.517 0.082 -0.161 -0.065

Quick one: most stable of them? b

--- a ---
12 unconnected molecules or ions with the total composition CH25O12, computed with the ωB97M-V functional and the def2-TZVPD basis.

Values from the calculation:
Kohn-Sham gap, eV: 7.7581
E_HOMO, eV: -5.37

Structure (ORCA input):
```
! wB97M-V def2-TZVPD RIJCOSX def2/J DEFGRID3
* xyz -1 1
C -0.131 -0.418 -0.012
O -0.867 0.580 -0.616
H 0.774 -0.764 -0.532
H 0.291 -0.083 0.966
H -0.846 -1.228 0.182
O 0.669 1.875 -3.146
H 0.596 2.834 -3.142
H 0.097 1.588 -2.412
O -3.507 1.485 -1.639
H -3.989 0.787 -1.186
H -2.574 1.311 -1.415
O 2.542 -1.660 -2.105
H 1.969 -0.886 -2.007
H 3.248 -1.524 -1.458
O 1.470 2.448 1.682
H 2.303 2.845 1.408
H 1.409 1.630 1.172
O 2.922 -2.569 0.983
H 2.947 -1.656 1.301
H 1.996 -2.719 0.745
O -1.209 3.411 -0.648
H -1.870 3.530 0.040
H -0.935 2.474 -0.556
O 2.199 -0.141 2.839
H 1.334 -0.162 2.406
H 2.201 0.688 3.330
O 0.945 -3.756 -0.974
H 1.594 -3.038 -1.083
H 1.345 -4.509 -1.418
O -2.917 0.710 1.421
H -2.233 0.634 0.719
H -2.444 0.509 2.252
O -1.753 -0.910 -3.208
H -0.839 -1.175 -3.346
H -1.735 -0.415 -2.369
O -1.877 -0.609 3.612
H -2.202 -0.399 4.495
H -0.925 -0.718 3.720
*
```

Results of the Löwdin charge analysis, in e, for atoms 1 through 6: -0.286 -0.403 0.038 0.029 0.090 -0.079

--- b ---
12 unconnected molecules or ions with the total composition CH25O12, computed with the ωB97M-V functional and the def2-TZVPD basis.

Values from the calculation:
Kohn-Sham gap, eV: 8.9280
E_HOMO, eV: -6.03

Structure (ORCA input):
```
! wB97M-V def2-TZVPD RIJCOSX def2/J DEFGRID3
* xyz -1 1
C -10.465 6.173 -6.518
O -10.700 7.461 -6.038
H -10.657 5.481 -5.743
H -9.463 6.239 -7.012
H -11.122 5.787 -7.250
O -7.366 7.303 -8.256
H -7.815 7.971 -8.733
H -7.281 7.715 -7.397
O -8.162 8.088 -5.713
H -9.086 7.806 -5.952
H -7.815 7.827 -4.874
O -12.948 8.714 -5.620
H -13.237 9.206 -6.360
H -12.148 8.241 -5.801
O -12.693 3.826 -4.427
H -12.667 4.759 -4.151
H -12.844 3.803 -5.378
O -10.415 6.614 -3.437
H -10.514 6.536 -4.437
H -9.773 5.937 -3.229
O -10.068 3.398 -4.578
H -11.014 3.490 -4.503
H -9.901 3.591 -5.485
O -12.974 4.124 -7.360
H -13.553 4.848 -7.162
H -12.116 4.544 -7.312
O -13.022 6.470 -3.584
H -12.094 6.364 -3.263
H -13.023 7.240 -4.176
O -11.609 7.699 -8.755
H -11.102 7.147 -9.338
H -11.199 7.617 -7.891
O -7.353 5.205 -5.582
H -6.474 5.299 -5.928
H -7.746 6.006 -5.924
O -9.998 9.501 -3.731
H -10.108 8.509 -3.612
H -9.114 9.763 -3.474
*
```

Results of the Löwdin charge analysis, in e, for atoms 1 through 6: -0.263 -0.369 0.035 0.091 0.028 -0.052

Quick one: most stable of them? b